(1)
Computed, not measured: a 20-piece molecular cluster, H39O20 overall in a non-equilibrium geometry, with ωB97M-V with the def2-TZVPD basis set.

Last column: Mulliken charge in e.
Atoms and positions in Å:
1 O -0.2255 -2.3489 -3.7314  -0.608
2 H 0.9530 3.9878 1.4994  0.315
3 O -3.9903 3.3081 -1.7561  -0.654
4 H -3.1305 3.5294 -2.1647  0.272
5 H -3.9596 2.3511 -1.5824  0.460
6 O 1.7896 2.8666 -0.8510  -0.619
7 H -0.7135 2.4610 2.7801  0.260
8 H 1.3913 2.0654 -0.5341  0.183
9 O 4.9220 3.1728 -1.4871  -0.641
10 H 3.9996 3.2000 -1.6987  0.329
11 H -1.2677 -4.0267 3.9732  0.313
12 O -2.1225 -3.8347 4.3727  -0.634
13 H -1.3720 4.0028 0.1630  0.221
14 H 2.0900 3.3849 -0.0394  0.489
15 O 0.9793 -4.3328 -0.7000  -0.711
16 H -0.8841 -1.6944 -3.9400  0.295
17 H -0.3939 -2.9584 -2.9965  0.245
18 O -1.7847 -1.2922 1.3593  -0.445
19 H -1.6447 -1.9026 -0.3274  0.405
20 H -1.0185 -1.7594 1.6870  0.044
21 O 2.8709 -2.5993 -2.1467  -0.627
22 H -1.3294 -0.4363 0.8306  0.226
23 H 3.3834 0.1519 0.9950  0.460
24 O 3.6191 0.2921 -0.6937  -0.650
25 H 3.0662 0.0202 -1.4863  0.329
26 H 3.4374 1.2170 -0.7173  0.261
27 O 1.8709 3.8695 1.7627  -0.720
28 H 1.7699 3.1689 2.4526  0.359
29 H -2.0628 1.3140 -1.1316  0.343
30 O -0.8254 3.4137 0.6971  -0.587
31 H 5.3075 2.6928 -0.7364  0.311
32 H -0.7692 2.4533 0.6360  0.429
33 O 1.6038 -1.9630 2.3196  -0.676
34 H -1.8957 -3.1526 5.0270  0.319
35 H 0.3128 -3.7207 -0.3018  0.297
36 O -2.8209 0.9927 -1.6173  -0.795
37 H -3.1000 0.2575 -1.0759  0.274
38 H 2.0770 -3.0678 -1.8730  0.380
39 O -0.3373 2.7948 3.5912  -0.642
40 H 3.5192 -3.1479 -1.6720  0.280
41 H -0.5802 3.7075 3.7201  0.319
42 O -4.1693 -0.6946 2.3205  -0.652
43 H -3.7418 0.1522 2.1991  0.307
44 H -3.6386 -1.4788 2.2144  0.298
45 O 1.8553 -0.8852 -4.5456  -0.650
46 H 2.0932 -1.4813 -3.8410  0.393
47 H 2.1374 -1.1723 2.4212  0.311
48 O 3.0664 0.7350 1.7196  -0.669
49 H 1.0043 -1.3364 -4.9179  0.321
50 H 3.6214 1.5280 1.7267  0.226
51 O -0.6931 0.6957 0.4794  -0.653
52 H 0.5112 -4.8385 -1.3944  0.311
53 H 0.8200 -1.7766 1.7863  0.332
54 O -4.6242 -2.3211 -0.2363  -0.630
55 H -4.3885 -2.0869 0.6559  0.359
56 H -4.3453 -1.7491 -0.9844  0.288
57 O -1.0118 -1.8670 -1.0930  -0.387
58 H -1.0522 -0.9221 -1.2155  0.054
59 H 0.0699 0.8355 1.0303  0.029

Atoms 1-3, force components in eV/Å:
1.136 -1.155 -0.725
-0.629 0.099 -0.303
0.168 0.776 -0.185

As for the largest force on an atom: 0.0603 Eh/bohr. The value obtained for the energy above the lowest of the compared OMol25 structures with the same formula, charge and spin is 83.20 kcal per mole. The orbital gap comes out at 9.5164 eV. The lowest unoccupied orbital energy comes out at 2.23 eV. For the HOMO energy, the calculation gives -7.29 eV. Its total charge is -1.



(2)
Computed, not measured: a 20-piece molecular cluster, H39O20 overall in a non-equilibrium geometry, with ωB97M-V with the def2-TZVPD basis set.

Last column: Mulliken charge in e.
Atoms and positions in Å:
1 O 2.2805 0.6027 -1.8823  -0.375
2 H -1.7711 0.4382 0.5391  0.614
3 O -4.3589 -0.1499 2.6863  -0.748
4 H -3.6000 -0.1185 2.0582  0.532
5 H -5.1722 0.2135 2.3477  0.294
6 O 5.1345 0.0642 -2.3724  -0.663
7 H -0.6905 1.0271 -2.5200  0.474
8 H 5.3670 1.0777 -2.2608  0.296
9 O 1.7415 1.3408 1.3240  -0.629
10 H 0.9251 1.3646 1.8354  0.272
11 H -1.7038 1.6645 -0.6871  -0.079
12 O -1.3841 0.7978 -0.8891  -1.079
13 H 2.2192 -0.8521 -3.7218  0.312
14 H 4.1693 -0.1250 -2.4632  0.367
15 O -2.0735 -1.5695 -1.5640  -0.696
16 H 1.8558 0.5227 -1.0459  0.090
17 H 1.6732 0.7939 -2.5537  0.273
18 O 5.0631 -3.3514 1.0959  -0.624
19 H 1.4093 -2.9506 2.1047  0.239
20 H 4.8067 -2.7776 1.8193  0.328
21 O -4.3831 2.6079 2.0259  -0.686
22 H 4.5037 -4.0882 1.0680  0.289
23 H -0.6947 -4.9439 1.8096  0.299
24 O -0.7350 -1.1649 4.7192  -0.623
25 H -1.1232 -0.2829 4.7953  0.334
26 H -1.1630 -1.5525 3.9682  0.309
27 O -2.0869 0.2235 1.5566  -0.663
28 H -1.2875 -0.2910 1.8608  0.134
29 H -0.0983 -5.9407 0.8807  0.285
30 O 2.0187 -1.8081 -3.7857  -0.642
31 H 1.5584 0.8169 0.5189  0.329
32 H 1.7090 -2.1303 -2.9307  0.320
33 O 3.4041 3.6890 -1.1469  -0.628
34 H 0.2589 -1.3837 0.4410  0.257
35 H -1.6397 -0.6475 -1.4596  0.070
36 O 3.0124 -0.6847 3.5738  -0.594
37 H 3.0219 0.1328 4.0381  0.270
38 H -4.1035 1.7886 2.4811  0.397
39 O -0.1522 0.4728 -3.1999  -0.801
40 H -3.7141 2.6516 1.2952  0.333
41 H -0.2203 -0.4135 -2.8672  0.400
42 O -2.0405 2.7425 -2.7792  -0.490
43 H -1.4734 3.0957 -3.4627  0.283
44 H -2.5934 2.0737 -3.1595  0.160
45 O -4.5501 0.8268 -2.2566  -0.665
46 H -3.8075 0.5530 -2.8326  0.327
47 H 3.8378 3.0049 -0.6513  0.302
48 O 0.4374 -0.8665 -0.3919  -0.177
49 H -4.2727 0.3834 -1.4886  0.323
50 H -0.3570 -0.2838 -0.6793  0.186
51 O 0.1126 -5.1563 1.3629  -0.570
52 H -1.2657 -2.1124 -1.5224  0.363
53 H 2.6611 3.9209 -0.5858  0.312
54 O -1.3852 3.9436 -0.6676  -0.639
55 H -0.7067 3.7486 -1.3358  0.302
56 H -2.0575 4.2447 -1.3427  0.324
57 O 0.9848 -2.0606 2.2022  -0.555
58 H 0.3088 -2.1035 2.8890  0.179
59 H 2.1906 -1.0191 3.2094  0.449

Atoms 1-3, force components in eV/Å:
3.338 -0.120 0.363
-0.678 -0.311 0.996
0.097 -0.474 0.970

As for the largest force on an atom: 0.0725 Eh/bohr. The value obtained for the energy above the lowest of the compared OMol25 structures with the same formula, charge and spin is 98.50 kcal per mole. The orbital gap comes out at 9.2032 eV. The lowest unoccupied orbital energy comes out at 1.78 eV. For the HOMO energy, the calculation gives -7.42 eV. Its total charge is -1.



(3)
Computed, not measured: H3IN2O2S in the gas phase in a non-equilibrium geometry, with ωB97M-V with the def2-TZVPD basis set.

Last column: Mulliken charge in e.
Atoms and positions in Å:
1 N -0.7130 0.8177 0.3590  -0.547
2 N 0.8357 -0.7037 -0.9740  -0.471
3 O 1.8553 0.0922 1.5036  -0.658
4 O -1.4948 -1.3305 -0.4622  -0.645
5 S -0.3104 -0.8834 0.2527  0.711
6 I 2.0908 0.7076 -0.1968  0.770
7 H -0.8691 1.2052 1.3399  0.256
8 H -1.6225 0.7855 -0.0216  0.287
9 H 0.2281 -0.6908 -1.8006  0.298

Atoms 1-3, force components in eV/Å:
0.420 0.555 2.670
0.117 -0.667 0.341
0.217 0.335 -0.187

As for the largest force on an atom: 0.0537 Eh/bohr. The value obtained for the energy above the lowest of the compared OMol25 structures with the same formula, charge and spin is 85.84 kcal per mole. The orbital gap comes out at 8.0093 eV. The lowest unoccupied orbital energy comes out at -1.03 eV. For the HOMO energy, the calculation gives -9.04 eV.